1.
# C17H24N2O3

C17H24N2O3 as an isolated structure in a non-equilibrium geometry (the ωB97M-V functional and the def2-TZVPD basis, OMol25).

Results
DFT total energy in hartree: -996.68063
Spin multiplicity: 1
Charge: 0
F_max in eV Å⁻¹: 18.98
HOMO level in eV: -7.7

The geometry in XYZ format:
```
46
Properties=species:S:1:pos:R:3:forces:R:3:nbo_charge:R:1
C -5.070766 2.622480 -1.388136 -0.698 0.322 -7.921 -0.634
H -4.893801 2.704207 -0.423094 0.607 0.048 4.533 0.190
H -6.219690 2.675630 -1.703036 2.569 0.065 0.859 0.205
H -4.622732 1.721531 -1.902549 -0.691 0.611 1.081 0.197
C -4.183270 3.940451 -2.204325 -3.027 -5.914 -1.161 -0.172
N -2.856229 3.961818 -1.887367 -2.125 -2.976 -9.980 -0.475
C -2.050394 2.900040 -2.326344 -0.433 -0.359 -11.325 -0.259
H -1.234887 3.313929 -3.220033 -1.298 -0.694 2.774 0.194
C -1.446821 1.885784 -1.577052 -2.158 0.213 8.384 -0.200
N -0.687474 2.765991 -0.574011 -1.115 -8.758 -2.846 -0.393
C 0.140826 2.019690 0.227739 1.840 18.752 2.296 0.575
O 0.958780 2.789067 0.884606 -1.782 -0.031 0.266 -0.650
C 0.573986 0.867474 0.226708 -5.334 -14.880 -3.866 -0.331
C 1.407141 0.147586 0.845071 9.246 2.199 3.224 0.001
C 1.891294 -1.212100 0.867483 -2.843 -0.373 2.813 -0.116
C 0.974528 -2.273401 0.697750 -4.499 9.168 -4.285 -0.179
C 1.401859 -3.427480 0.797091 -1.335 -13.456 -1.260 -0.255
C 2.578416 -3.919009 1.370880 -3.170 -0.286 -2.714 0.271
C 3.326105 -2.896549 1.571106 8.033 -0.673 6.115 0.216
C 2.968249 -1.636693 1.636526 2.079 6.229 -2.452 -0.165
H 3.796320 -0.855068 1.814068 -1.423 -1.336 0.407 0.247
O 4.593995 -3.200506 2.407915 -3.592 6.185 -3.028 -0.537
C 5.133455 -4.395430 2.503952 4.560 1.969 0.538 -0.214
H 5.298276 -4.949108 1.716451 -0.209 -2.782 -4.935 0.159
H 6.201558 -4.220357 2.668122 0.091 -0.006 1.590 0.167
H 4.573268 -4.867515 3.139162 -1.933 -3.725 4.309 0.162
O 3.063012 -5.101992 1.488406 -3.527 -5.271 -1.399 -0.495
C 1.963642 -6.334183 0.914269 5.651 -1.175 10.127 -0.189
H 2.618083 -7.221793 1.373180 -1.560 1.871 -1.895 0.225
H 1.856805 -6.155320 0.000491 -0.381 0.964 -7.765 0.164
H 1.072084 -6.294684 1.468494 -1.039 0.465 0.782 0.194
H 0.749500 -4.332519 0.278106 1.169 2.314 1.595 0.182
H -0.043250 -2.019223 0.107877 2.351 -0.790 1.617 0.217
H 2.326134 0.947407 1.298693 -2.563 -2.358 -0.820 0.209
H -0.298971 0.140502 -0.129544 1.331 0.711 -0.255 0.147
C -1.166576 4.022419 -0.555325 11.084 5.607 5.724 -0.266
C -2.430229 4.362112 -0.813843 -6.708 4.864 14.802 -0.133
H -2.857817 5.389074 -0.288862 1.678 -1.646 -2.198 0.225
H -3.026516 3.740600 0.152462 0.632 0.522 -1.278 0.034
H -0.691644 4.313742 0.535048 -1.749 0.110 -2.118 0.286
H -0.524766 4.777126 -1.148046 -0.087 -1.219 0.091 0.183
H -2.383292 1.258797 -0.737365 2.487 1.454 -2.868 0.144
H -0.811713 1.157778 -1.945098 0.793 -1.173 -1.455 0.230
H -2.600296 2.361325 -3.162253 -0.179 0.513 1.004 0.236
H -4.750468 4.596200 -1.775180 -2.256 5.007 2.697 0.199
H -4.615712 3.930170 -3.230193 1.511 -0.279 0.194 0.203
```
Forces are in eV/Å.

2.
# C17H34NO8

A 3-piece molecular cluster, C17H34NO8 overall (the ωB97M-V functional and the def2-TZVPD basis, OMol25).

Results
DFT total energy in hartree: -1324.45776
Spin multiplicity: 1
Charge: +1
F_max in eV Å⁻¹: 0.35
HOMO level in eV: -11.0

The geometry in XYZ format:
```
60
Properties=species:S:1:pos:R:3:forces:R:3:nbo_charge:R:1
O 5.254004 -1.910049 2.446642 0.065 -0.041 -0.039 -0.665
C 3.923182 -1.871000 2.699243 -0.260 -0.136 0.182 0.259
C 3.088349 -2.972407 2.473970 0.116 -0.026 -0.103 -0.113
C 1.716395 -2.880476 2.639255 0.097 -0.007 0.046 -0.261
C 1.170549 -1.681105 3.052342 0.289 0.200 -0.002 0.541
O -0.136843 -1.427697 3.170283 -0.008 0.131 0.183 -0.656
N 2.000424 -0.637700 3.262157 -0.122 -0.115 -0.133 -0.440
C 3.335497 -0.693117 3.091792 -0.028 0.148 -0.035 0.043
H 5.774297 -2.158354 3.222614 -0.059 -0.012 -0.044 0.511
H 3.538425 -3.897160 2.133576 -0.021 -0.001 0.018 0.263
H 1.055903 -3.712200 2.443921 0.013 -0.025 -0.009 0.271
H -0.496194 -1.690140 4.031147 -0.046 -0.101 -0.107 0.524
H 1.568871 0.247880 3.505585 -0.031 0.015 0.013 0.458
H 3.895866 0.218372 3.239366 -0.006 -0.012 0.048 0.260
C 2.610017 -0.171285 -0.615757 -0.038 0.004 0.034 -0.237
O 2.604916 1.225567 -0.481125 0.057 0.054 -0.064 -0.541
C 3.730705 1.729857 0.212422 -0.063 -0.162 0.064 -0.081
C 3.964626 3.189044 -0.102035 -0.051 0.081 0.122 -0.095
O 4.584268 3.396801 -1.347960 0.085 -0.036 -0.045 -0.532
C 3.742059 3.400163 -2.491369 -0.041 -0.052 -0.104 -0.093
C 2.996802 4.695512 -2.691795 -0.035 0.058 -0.024 -0.095
O 1.903178 4.780996 -1.797549 0.119 0.018 0.072 -0.550
C 1.385093 6.090904 -1.715007 -0.088 0.006 -0.034 -0.248
H 2.572249 -0.674120 0.364844 -0.009 0.000 -0.014 0.120
H 1.723338 -0.449433 -1.181562 0.001 -0.013 -0.003 0.204
H 3.500721 -0.526340 -1.144942 0.015 0.007 0.008 0.180
H 4.630239 1.157340 -0.045780 -0.002 -0.010 -0.004 0.180
H 3.554457 1.633567 1.299151 0.068 -0.012 -0.004 0.127
H 4.670647 3.570634 0.639699 -0.044 0.032 0.030 0.189
H 3.029018 3.747518 -0.014602 0.002 -0.029 -0.027 0.206
H 3.039732 2.563124 -2.468510 -0.006 0.027 0.015 0.190
H 4.416232 3.265979 -3.338187 -0.016 -0.029 -0.009 0.197
H 2.639773 4.739374 -3.729862 -0.016 0.047 0.004 0.175
H 3.684431 5.535018 -2.531287 0.014 0.006 -0.006 0.176
H 2.142478 6.796683 -1.356086 0.007 -0.013 -0.003 0.168
H 0.555269 6.068568 -1.012266 -0.007 0.010 0.002 0.193
H 1.016215 6.440146 -2.685614 0.011 -0.017 -0.012 0.172
C -7.365197 -1.112003 -2.194082 -0.003 0.088 -0.025 -0.248
O -6.199530 -1.146925 -1.399929 0.008 -0.136 0.018 -0.548
C -6.485410 -1.301558 -0.024973 -0.073 0.028 -0.020 -0.092
C -5.255909 -1.757893 0.721533 0.017 0.125 0.054 -0.091
O -4.958810 -3.132871 0.553028 0.038 -0.035 0.084 -0.539
C -4.301845 -3.500616 -0.644448 -0.053 -0.053 -0.127 -0.097
C -2.806949 -3.302525 -0.597854 0.090 -0.041 0.008 -0.090
O -2.467071 -1.937296 -0.764072 -0.068 -0.009 0.112 -0.538
C -1.159338 -1.658564 -0.347266 0.018 0.045 -0.070 -0.245
H -8.009756 -0.267154 -1.926607 0.007 0.002 0.016 0.168
H -7.048522 -0.999327 -3.228232 -0.009 0.004 -0.011 0.196
H -7.942594 -2.037562 -2.093513 0.007 -0.002 0.013 0.168
H -7.285447 -2.038201 0.119203 -0.008 -0.014 0.000 0.175
H -6.821615 -0.345227 0.400809 -0.044 -0.004 -0.022 0.169
H -5.455976 -1.639809 1.788593 0.035 0.033 0.001 0.186
H -4.401948 -1.130541 0.451179 -0.018 -0.018 -0.019 0.191
H -4.724575 -2.983133 -1.508352 0.021 0.015 0.021 0.208
H -4.484861 -4.571286 -0.754028 -0.020 0.005 -0.057 0.192
H -2.341339 -3.901816 -1.392721 0.040 0.011 0.013 0.172
H -2.433628 -3.665263 0.370147 0.004 -0.008 0.009 0.159
H -1.035443 -1.887086 0.720562 0.047 -0.018 -0.013 0.148
H -0.982638 -0.595243 -0.502874 0.009 0.008 -0.012 0.198
H -0.416786 -2.228564 -0.922817 -0.008 -0.017 0.012 0.160
```
Forces are in eV/Å.

3.
# Br2HN

Br2HN as an isolated structure in a non-equilibrium geometry (the ωB97M-V functional and the def2-TZVPD basis, OMol25).

Results
DFT total energy in hartree: -5203.30853
Spin multiplicity: 1
Charge: 0
F_max in eV Å⁻¹: 2.98
HOMO level in eV: -9.6

The geometry in XYZ format:
```
4
Properties=species:S:1:pos:R:3:forces:R:3:nbo_charge:R:1
N -0.228740 0.041610 0.380031 1.202 -1.995 1.852 -0.739
Br 0.606532 1.559043 -0.091668 1.097 1.336 -0.532 0.231
Br 0.639612 -1.625104 -0.110729 -0.215 0.883 0.093 0.150
H -1.017404 0.024451 -0.177634 -2.084 -0.224 -1.413 0.358
```
Forces are in eV/Å.

Number 1: lowest unoccupied orbital energy -0.30 eV. Number 2: lowest unoccupied orbital energy -4.64 eV. Number 3: lowest unoccupied orbital energy -0.66 eV.